{"formula": "C4H8N3O", "method": "wB97M-V/def2-TZVPD", "e_lumo_ev": -3.974, "homo_ev": -14.32, "homo_lumo_gap_ha": 0.380, "e_tot_ha": -396.36675, "fmax_ev_per_a": 3.51, "relative_energy_kj_mol": 445.0, "smiles": "N#CN1C[C@@H](O)[C@H]1[NH3+]", "charge": 1, "species": ["N", "C", "N", "C", "C", "O", "C", "N", "H", "H", "H", "H", "H", "H", "H", "H"], "positions_angstrom": [[3.50, 0.57, 0.84], [2.69, 0.11, 0.18], [1.69, -0.37, -0.52], [0.95, -1.54, -0.13], [-0.36, -0.78, -0.32], [-1.17, -0.54, 0.87], [0.53, 0.39, -0.78], [0.25, 1.65, 0.11], [1.12, -1.86, 0.93], [1.35, -2.28, -0.83], [-1.06, -1.00, -1.15], [-1.67, -1.37, 0.94], [0.30, 0.85, -1.80], [0.45, 1.37, 1.07], [0.54, 2.63, -0.11], [-0.69, 1.91, -0.14]]}

***

{"formula": "C11H29N2O4P2", "method": "wB97M-V/def2-TZVPD", "e_lumo_ev": 1.818, "homo_ev": -3.05, "homo_lumo_gap_ha": 0.179, "e_tot_ha": -1529.72890, "fmax_ev_per_a": 6.29, "charge": -1, "species": ["C", "C", "C", "C", "C", "N", "P", "N", "H", "H", "H", "H", "H", "H", "H", "H", "H", "H", "H", "H", "H", "H", "O", "P", "O", "C", "C", "O", "C", "C", "O", "C", "C", "H", "H", "H", "H", "H", "H", "H", "H", "H", "H", "H", "H", "H", "H", "H"], "positions_angstrom": [[-1.15, 3.47, -0.70], [-2.45, 2.73, -1.02], [-2.14, 1.20, -0.96], [-3.52, 3.07, 0.05], [-4.37, 4.33, -0.28], [-5.81, 4.14, -0.31], [-6.33, 3.12, -1.45], [-7.63, 2.29, -1.06], [-0.87, 3.21, 0.32], [-0.34, 3.09, -1.34], [-1.24, 4.55, -0.84], [-2.84, 3.01, -2.00], [-2.81, 0.71, -0.25], [-1.09, 1.03, -0.71], [-2.27, 0.80, -1.97], [-2.95, 3.26, 0.96], [-4.18, 2.22, 0.25], [-4.18, 5.06, 0.53], [-3.96, 4.82, -1.19], [-6.71, 3.90, -2.59], [-5.29, 2.26, -1.91], [-7.87, 2.50, -0.10], [1.77, -1.10, -0.22], [2.66, -2.23, 0.11], [1.72, -3.50, 0.46], [0.92, -4.09, -0.57], [1.75, -4.99, -1.47], [3.14, -1.85, 1.63], [3.07, -0.51, 2.11], [1.86, -0.33, 3.01], [4.00, -3.10, -0.16], [5.29, -2.45, -0.10], [6.02, -2.89, 1.15], [0.42, -3.31, -1.15], [0.15, -4.68, -0.06], [2.46, -4.40, -2.05], [1.10, -5.53, -2.16], [2.32, -5.70, -0.88], [3.05, 0.21, 1.29], [3.98, -0.32, 2.68], [0.95, -0.62, 2.49], [1.77, 0.71, 3.34], [1.95, -0.97, 3.89], [5.18, -1.37, -0.14], [5.84, -2.77, -0.99], [5.60, -2.42, 2.03], [7.08, -2.61, 1.08], [5.94, -3.96, 1.29]]}

***

{"formula": "C44H72BrF8O19PS6", "method": "wB97M-V/def2-TZVPD", "e_lumo_ev": -1.176, "homo_ev": -9.63, "homo_lumo_gap_ha": 0.311, "e_tot_ha": -9252.71855, "fmax_ev_per_a": 2.90, "smiles": "CCCCOC1=C(P(=O)(O)O)C(=O)C(C[C@@H](C)Br)=C(CCOCC(F)(F)C(F)(F)C(F)(F)C(F)F)C1=O.O=S1(=O)CCCC1.O=S1(=O)CCCC1.O=S1(=O)CCCC1.O=S1(=O)CCCC1.O=S1(=O)CCCC1.O=S1(=O)CCCC1", "species": ["C", "C", "C", "C", "O", "C", "C", "P", "O", "O", "O", "C", "O", "C", "C", "C", "C", "Br", "C", "C", "C", "O", "C", "C", "F", "F", "C", "F", "F", "C", "F", "F", "C", "F", "F", "C", "O", "H", "H", "H", "H", "H", "H", "H", "H", "H", "H", "H", "H", "H", "H", "H", "H", "H", "H", "H", "H", "H", "H", "H", "H", "O", "S", "O", "C", "C", "C", "C", "H", "H", "H", "H", "H", "H", "H", "H", "O", "S", "O", "C", "C", "C", "C", "H", "H", "H", "H", "H", "H", "H", "H", "O", "S", "O", "C", "C", "C", "C", "H", "H", "H", "H", "H", "H", "H", "H", "O", "S", "O", "C", "C", "C", "C", "H", "H", "H", "H", "H", "H", "H", "H", "O", "S", "O", "C", "C", "C", "C", "H", "H", "H", "H", "H", "H", "H", "H", "O", "S", "O", "C", "C", "C", "C", "H", "H", "H", "H", "H", "H", "H", "H"], "positions_angstrom": [[4.99, -5.20, 3.56], [4.01, -4.67, 2.45], [2.54, -5.13, 2.70], [1.58, -4.71, 1.53], [0.27, -4.49, 2.11], [-0.50, -3.60, 1.43], [-1.05, -3.88, 0.21], [-0.81, -5.46, -0.72], [-0.84, -6.60, 0.24], [0.64, -5.44, -1.52], [-1.93, -5.72, -1.87], [-1.93, -2.78, -0.39], [-2.58, -3.02, -1.39], [-2.07, -1.38, 0.23], [-2.90, -0.36, -0.57], [-2.11, 0.37, -1.69], [-1.17, -0.56, -2.52], [-3.42, 1.15, -2.98], [-1.51, -1.08, 1.42], [-1.59, 0.25, 2.19], [-1.15, 1.51, 1.38], [0.14, 1.39, 0.75], [1.22, 1.64, 1.64], [1.96, 2.99, 1.32], [1.29, 3.66, 0.32], [1.88, 3.83, 2.41], [3.45, 2.73, 0.93], [3.42, 2.08, -0.28], [4.04, 1.87, 1.82], [4.36, 4.01, 0.89], [5.60, 3.57, 0.47], [4.54, 4.54, 2.12], [3.88, 5.14, -0.08], [5.00, 5.88, -0.40], [3.37, 4.69, -1.25], [-0.74, -2.22, 2.12], [-0.31, -2.11, 3.25], [6.05, -5.07, 3.21], [4.91, -4.61, 4.50], [4.86, -6.28, 3.77], [4.39, -5.09, 1.48], [4.01, -3.56, 2.42], [2.56, -6.25, 2.73], [2.14, -4.80, 3.69], [1.97, -3.84, 0.96], [1.49, -5.61, 0.88], [0.98, -4.53, -1.59], [-2.81, -5.42, -1.55], [-3.33, 0.37, 0.16], [-3.77, -0.90, -1.02], [-1.50, 1.23, -1.34], [-1.77, -1.38, -2.98], [-0.41, -0.98, -1.83], [-0.71, -0.02, -3.37], [-0.88, 0.17, 3.05], [-2.59, 0.40, 2.64], [-1.08, 2.36, 2.12], [-1.90, 1.83, 0.62], [0.90, 1.69, 2.70], [1.90, 0.76, 1.56], [3.18, 5.83, 0.45], [0.78, -0.55, -5.73], [1.63, -0.89, -4.61], [1.10, -1.48, -3.41], [2.98, -1.89, -5.21], [4.05, -0.88, -5.60], [4.07, 0.16, -4.48], [2.62, 0.54, -4.19], [2.64, -2.51, -6.04], [3.32, -2.52, -4.39], [5.03, -1.36, -5.73], [3.79, -0.41, -6.55], [4.53, -0.27, -3.59], [4.66, 1.04, -4.76], [2.47, 0.78, -3.13], [2.29, 1.38, -4.81], [-2.27, 3.90, 2.75], [-1.56, 4.64, 3.76], [-0.34, 4.16, 4.36], [-1.31, 6.31, 3.16], [-2.56, 7.06, 3.59], [-2.84, 6.60, 5.03], [-2.72, 5.08, 5.06], [-1.16, 6.29, 2.08], [-0.42, 6.70, 3.65], [-2.42, 8.14, 3.53], [-3.40, 6.79, 2.95], [-2.11, 7.05, 5.71], [-3.83, 6.92, 5.37], [-2.34, 4.72, 6.01], [-3.67, 4.60, 4.83], [-3.65, 4.03, 10.07], [-3.50, 3.41, 8.78], [-3.81, 4.12, 7.55], [-1.85, 2.73, 8.65], [-1.98, 1.32, 9.21], [-3.28, 0.76, 8.63], [-4.36, 1.84, 8.79], [-1.15, 3.36, 9.21], [-1.58, 2.71, 7.60], [-1.12, 0.71, 8.95], [-2.05, 1.36, 10.30], [-3.14, 0.54, 7.57], [-3.58, -0.17, 9.12], [-5.08, 1.82, 7.97], [-4.88, 1.75, 9.74], [-4.87, -5.17, -1.70], [-5.38, -6.50, -1.93], [-4.80, -7.66, -1.30], [-7.14, -6.50, -1.65], [-7.74, -6.12, -3.00], [-6.95, -6.92, -4.04], [-5.46, -6.77, -3.70], [-7.38, -5.79, -0.86], [-7.43, -7.50, -1.35], [-8.81, -6.35, -3.04], [-7.61, -5.05, -3.18], [-7.24, -7.98, -3.98], [-7.16, -6.58, -5.05], [-4.90, -7.67, -3.96], [-5.03, -5.91, -4.20], [-5.64, -2.58, -6.34], [-5.82, -1.61, -7.40], [-7.04, -1.55, -8.17], [-5.46, 0.01, -6.75], [-3.96, 0.18, -6.98], [-3.68, -0.36, -8.38], [-4.41, -1.70, -8.50], [-5.75, 0.07, -5.70], [-6.03, 0.74, -7.34], [-3.65, 1.22, -6.88], [-3.40, -0.40, -6.24], [-4.07, 0.34, -9.12], [-2.62, -0.48, -8.57], [-4.77, -1.88, -9.52], [-3.79, -2.53, -8.18], [11.78, 4.87, -2.08], [11.25, 3.72, -1.40], [11.91, 2.44, -1.44], [10.93, 4.16, 0.30], [9.51, 4.70, 0.30], [8.71, 3.75, -0.60], [9.53, 3.51, -1.87], [11.67, 4.89, 0.64], [11.01, 3.25, 0.90], [9.09, 4.75, 1.30], [9.49, 5.71, -0.13], [8.55, 2.80, -0.08], [7.72, 4.15, -0.84], [9.39, 2.51, -2.26], [9.30, 4.25, -2.64]]}

***

{"formula": "C15H22As2HgO9", "method": "wB97M-V/def2-TZVPD", "e_lumo_ev": [-3.511, -5.173], "homo_ev": [-11.03, -12.14], "homo_lumo_gap_ha": [0.276, 0.256], "e_tot_ha": -5886.61256, "spin_multiplicity": 2, "fmax_ev_per_a": 0.50, "s_squared": 0.757, "charge": 1, "species": ["Hg", "C", "O", "C", "O", "C", "C", "As", "C", "C", "C", "As", "C", "C", "O", "O", "C", "C", "O", "O", "C", "C", "O", "O", "C", "H", "H", "H", "H", "H", "H", "H", "H", "H", "H", "H", "H", "H", "H", "H", "H", "H", "H", "C", "O", "H", "H", "H", "H"], "positions_angstrom": [[-0.02, -0.37, -0.55], [1.50, 4.34, 0.02], [1.98, 3.24, 0.82], [1.09, 2.60, 1.54], [-0.11, 2.79, 1.50], [1.64, 1.49, 2.38], [2.64, 1.51, 3.25], [3.44, 0.06, 4.35], [5.08, -0.04, 3.27], [2.58, -1.49, 3.48], [1.58, -1.55, 2.61], [0.52, -0.05, 2.05], [-1.02, 0.00, 3.20], [0.98, -2.80, 2.02], [-0.20, -3.02, 2.11], [1.84, -3.47, 1.28], [1.38, -4.74, 0.77], [3.06, -2.82, 4.03], [2.44, -3.84, 3.96], [4.23, -2.69, 4.66], [4.72, -3.87, 5.31], [3.29, 2.80, 3.68], [4.37, 2.81, 4.22], [2.54, 3.88, 3.49], [3.12, 5.12, 3.95], [2.39, 4.85, -0.33], [0.89, 5.00, 0.64], [0.92, 3.96, -0.81], [5.67, 0.84, 3.50], [4.87, -0.09, 2.20], [5.62, -0.94, 3.58], [-0.64, 0.08, 4.22], [-1.55, -0.93, 3.06], [-1.62, 0.87, 2.94], [2.27, -5.37, 0.69], [0.93, -4.59, -0.21], [0.66, -5.18, 1.45], [5.63, -3.57, 5.82], [4.93, -4.64, 4.57], [3.98, -4.24, 6.02], [2.35, 5.87, 3.81], [4.01, 5.35, 3.37], [3.38, 5.03, 5.01], [-2.43, 2.09, -1.59], [-1.16, 1.90, -0.96], [-2.52, 3.11, -1.97], [-3.25, 1.89, -0.90], [-2.49, 1.40, -2.42], [-1.08, 2.45, -0.17]]}

***

{"formula": "C32H36ClGaNO9", "method": "wB97M-V/def2-TZVPD", "e_lumo_ev": 0.025, "homo_ev": -4.83, "homo_lumo_gap_ha": 0.178, "e_tot_ha": -4357.80703, "fmax_ev_per_a": 1.80, "charge": -1, "species": ["C", "O", "C", "C", "C", "C", "C", "C", "C", "Ga", "N", "Cl", "H", "H", "H", "H", "H", "H", "H", "H", "H", "H", "H", "H", "H", "H", "H", "H", "H", "H", "H", "H", "C", "C", "C", "O", "C", "C", "C", "O", "H", "H", "H", "H", "C", "C", "C", "O", "C", "C", "C", "O", "H", "H", "H", "H", "C", "C", "C", "O", "C", "C", "C", "O", "H", "H", "H", "H", "C", "C", "C", "O", "C", "C", "C", "O", "H", "H", "H", "H"], "positions_angstrom": [[-3.30, 4.05, 4.53], [-2.37, 4.72, 3.69], [-1.24, 3.90, 3.37], [-1.29, 3.59, 1.87], [-0.15, 2.64, 1.41], [-0.72, 1.20, 1.25], [0.31, 0.09, 1.53], [-0.37, -1.29, 1.33], [-0.63, -1.58, -0.16], [-2.59, -1.33, -0.78], [-3.76, -0.78, 0.69], [-3.29, -3.41, -1.51], [-3.28, 2.97, 4.39], [-3.14, 4.34, 5.58], [-4.30, 4.39, 4.24], [-1.19, 3.01, 4.00], [-0.37, 4.53, 3.55], [-2.25, 3.11, 1.65], [-1.26, 4.52, 1.30], [0.71, 2.65, 2.10], [0.17, 2.97, 0.42], [-1.52, 1.10, 2.00], [-1.08, 1.07, 0.23], [0.63, 0.20, 2.58], [1.15, 0.17, 0.83], [-1.29, -1.30, 1.93], [0.36, -2.03, 1.70], [-0.30, -2.59, -0.43], [-0.01, -0.91, -0.77], [-2.67, -0.27, -2.00], [-3.91, -1.61, 1.25], [-3.28, -0.12, 1.28], [-5.14, 0.15, -4.22], [-4.88, 1.15, -3.37], [-4.81, 2.55, -3.84], [-4.56, 3.47, -3.08], [-5.05, 2.81, -5.28], [-5.31, 1.81, -6.13], [-5.38, 0.41, -5.66], [-5.63, -0.49, -6.43], [-5.20, -0.88, -3.89], [-4.70, 0.98, -2.32], [-4.99, 3.84, -5.61], [-5.49, 1.98, -7.18], [2.79, 2.41, 0.03], [3.56, 3.47, 0.27], [3.36, 4.75, -0.45], [4.06, 5.71, -0.23], [2.26, 4.81, -1.45], [1.49, 3.75, -1.69], [1.69, 2.47, -0.97], [0.99, 1.51, -1.19], [2.92, 1.47, 0.55], [4.36, 3.44, 1.00], [2.13, 5.75, -1.96], [0.69, 3.78, -2.41], [2.82, -6.93, -1.72], [2.74, -6.05, -0.72], [1.46, -5.39, -0.39], [1.38, -4.60, 0.53], [0.28, -5.72, -1.21], [0.36, -6.60, -2.21], [1.63, -7.27, -2.54], [1.71, -8.07, -3.45], [3.74, -7.43, -1.98], [3.59, -5.80, -0.10], [-0.64, -5.21, -0.96], [-0.50, -6.85, -2.82], [6.10, -2.45, 3.02], [6.01, -1.13, 2.86], [4.77, -0.51, 2.33], [4.69, 0.69, 2.19], [3.65, -1.41, 1.98], [3.74, -2.73, 2.14], [4.97, -3.35, 2.68], [5.06, -4.55, 2.83], [6.99, -2.93, 3.41], [6.82, -0.46, 3.11], [2.75, -0.94, 1.59], [2.92, -3.39, 1.89]]}

***

{"formula": "C7H9NO", "method": "wB97M-V/def2-TZVPD", "e_lumo_ev": 0.907, "homo_ev": -9.30, "homo_lumo_gap_ha": 0.375, "e_tot_ha": -401.97961, "fmax_ev_per_a": 11.17, "relative_energy_kj_mol": 423.8, "smiles": "COCc1ccccn1", "species": ["C", "O", "C", "C", "C", "C", "C", "C", "N", "H", "H", "H", "H", "H", "H", "H", "H", "H"], "positions_angstrom": [[-1.81, 1.70, 1.35], [-0.68, 1.21, 1.98], [-0.42, -0.20, 1.69], [0.09, -0.35, 0.28], [1.48, -0.05, 0.00], [1.94, -0.31, -1.29], [1.07, -0.76, -2.26], [-0.20, -1.04, -1.88], [-0.69, -0.78, -0.59], [-2.86, 1.21, 1.57], [-1.94, 2.78, 1.56], [-1.83, 1.53, 0.09], [-1.30, -0.76, 1.69], [0.16, -0.54, 2.46], [1.87, 0.17, 0.93], [2.81, -0.08, -1.34], [1.60, -0.90, -3.42], [-1.14, -1.59, -2.54]]}

***

{"formula": "C42H46FN6NaO12S2", "method": "wB97M-V/def2-TZVPD", "e_lumo_ev": 3.346, "homo_ev": -0.26, "homo_lumo_gap_ha": 0.133, "e_tot_ha": -3917.91998, "fmax_ev_per_a": 1.12, "relative_energy_kj_mol": 195.7, "charge": -2, "species": ["Na", "O", "S", "C", "C", "C", "C", "S", "O", "C", "C", "C", "C", "C", "C", "C", "C", "C", "C", "C", "C", "H", "H", "H", "H", "H", "H", "H", "H", "H", "H", "H", "H", "H", "H", "H", "H", "H", "H", "O", "C", "O", "C", "C", "C", "C", "C", "C", "O", "N", "O", "O", "N", "O", "O", "H", "H", "C", "N", "C", "C", "O", "N", "C", "C", "H", "H", "H", "H", "H", "H", "H", "H", "H", "H", "H", "H", "F", "C", "C", "C", "C", "C", "C", "C", "H", "H", "H", "H", "H", "H", "O", "C", "N", "C", "O", "C", "C", "C", "C", "N", "C", "H", "H", "H", "H", "H", "H", "H", "H"], "positions_angstrom": [[1.28, -0.22, -0.45], [0.46, -0.24, 1.41], [0.28, -0.70, 2.79], [0.33, 0.84, 3.86], [0.45, 2.11, 3.01], [1.74, 2.90, 3.27], [2.99, 2.32, 2.63], [3.15, 2.35, 0.77], [1.98, 1.61, 0.24], [2.70, 4.10, 0.67], [3.60, 5.09, 1.06], [3.21, 6.42, 1.00], [1.95, 6.76, 0.54], [1.07, 5.77, 0.12], [1.44, 4.44, 0.18], [1.87, -1.38, 3.33], [2.95, -1.38, 2.46], [4.15, -1.92, 2.90], [4.26, -2.45, 4.18], [3.16, -2.46, 5.03], [1.96, -1.93, 4.60], [1.16, 0.72, 4.56], [-0.60, 0.81, 4.42], [-0.41, 2.75, 3.20], [0.41, 1.84, 1.96], [1.91, 2.98, 4.35], [1.59, 3.92, 2.91], [3.11, 1.26, 2.88], [3.88, 2.85, 2.97], [4.59, 4.82, 1.40], [3.91, 7.19, 1.31], [1.65, 7.80, 0.51], [0.08, 6.03, -0.25], [0.76, 3.66, -0.16], [2.87, -0.99, 1.45], [5.00, -1.92, 2.23], [5.21, -2.86, 4.51], [3.24, -2.89, 6.02], [1.09, -1.94, 5.25], [4.55, 0.67, -0.94], [3.73, -0.16, -1.35], [3.15, -1.04, -0.66], [3.44, -0.16, -2.85], [4.49, -0.19, -3.71], [4.28, -0.19, -5.11], [3.00, -0.12, -5.61], [1.91, -0.10, -4.76], [2.06, -0.11, -3.31], [1.10, -0.07, -2.51], [0.61, -0.07, -5.39], [0.56, 0.24, -6.59], [-0.38, -0.34, -4.75], [5.38, -0.27, -6.00], [5.18, -0.23, -7.22], [6.51, -0.38, -5.54], [5.50, -0.20, -3.33], [2.83, -0.12, -6.68], [1.61, -4.27, 0.70], [0.57, -4.45, -0.30], [0.59, -5.70, -1.02], [-0.02, -3.30, -0.80], [0.35, -2.20, -0.47], [-1.05, -3.52, -1.71], [-1.48, -2.34, -2.46], [-2.16, -4.37, -1.31], [2.47, -4.90, 0.46], [1.26, -4.53, 1.70], [1.93, -3.23, 0.69], [1.62, -5.96, -1.29], [0.01, -5.62, -1.93], [0.19, -6.52, -0.41], [-0.64, -1.66, -2.62], [-2.26, -1.78, -1.93], [-1.86, -2.66, -3.43], [-1.83, -5.14, -0.61], [-2.60, -4.84, -2.19], [-2.94, -3.77, -0.81], [-5.08, 5.53, 1.08], [-4.03, 4.86, 0.46], [-3.40, 3.82, 1.12], [-2.36, 3.15, 0.51], [-1.91, 3.47, -0.83], [-0.91, 2.76, -1.47], [-2.58, 4.59, -1.43], [-3.61, 5.26, -0.80], [-3.74, 3.55, 2.12], [-1.84, 2.36, 1.04], [-0.45, 1.88, -1.02], [-0.58, 3.03, -2.46], [-2.27, 4.91, -2.42], [-4.11, 6.10, -1.28], [-6.82, -5.33, 0.64], [-7.30, -4.18, 1.32], [-6.69, -2.96, 0.88], [-5.35, -2.77, 1.18], [-4.79, -3.55, 1.95], [-4.66, -1.62, 0.56], [-5.23, -0.80, -0.42], [-4.46, 0.19, -1.00], [-3.14, 0.34, -0.60], [-2.60, -0.40, 0.38], [-3.35, -1.33, 0.94], [-5.88, -5.38, 0.84], [-7.12, -4.27, 2.39], [-8.37, -4.13, 1.12], [-6.99, -2.61, -0.02], [-6.26, -0.92, -0.74], [-4.87, 0.85, -1.75], [-2.47, 1.05, -1.10], [-2.89, -1.92, 1.73]]}